One molecule with the formula C4H8O2. Source: OMol25; level of theory: ωB97M-V/def2-TZVPD.

Bonds (Å) are listed after each position.
Element x y z (Å)
1 H 2.227 1.007 0.457  C7 1.110
2 C 0.708 -0.643 0.300  H4 1.092, C7 1.520, C12 1.523, H13 1.101
3 C -1.659 -0.265 -0.472  H5 1.096, H8 1.096, C12 1.522, H14 1.095
4 H 0.739 -1.533 -0.331  C2 1.092
5 H -2.360 0.463 -0.896  C3 1.096
6 H -1.020 2.067 0.349  O10 0.967
7 C 2.124 -0.096 0.392  H1 1.110, C2 1.520, O9 1.210
8 H -2.071 -0.625 0.478  C3 1.096
9 O 3.088 -0.827 0.369  C7 1.210
10 O -0.367 1.437 0.683  H6 0.967, C12 1.420
11 H 0.098 0.737 -1.210  C12 1.103
12 C -0.292 0.366 -0.247  C2 1.523, C3 1.522, O10 1.420, H11 1.103
13 H 0.375 -0.980 1.294  C2 1.101
14 H -1.590 -1.109 -1.167  C3 1.095

## Properties
ΔE to the lowest compared entry with this formula, charge and spin (eV): 1.070
HOMO (eV): -9.712
Gap between HOMO and LUMO (eV): 10.49
E_tot (hartree): -307.6731
Structure (SMILES): C[C@@H](O)CC=O
LUMO level (hartree): 0.0285